ORCA calculation (the ωB97M-V functional and the def2-TZVPD basis) on a molecular structure, C16H36B3F3IN5O11S.

XYZ file:
```
76
Properties=species:S:1:pos:R:3:mulliken_charge:R:1
O 0.659 6.725 -1.442 -0.542
S 0.712 6.467 -0.031 0.881
O 0.333 7.583 0.791 -0.655
B 2.455 5.982 0.564 0.055
O 3.112 4.936 -0.015 -0.345
B 4.405 5.005 0.585 0.971
O 5.515 5.355 -0.128 -0.446
O 4.419 4.749 1.966 -0.428
B 3.683 5.793 2.487 0.208
I 3.468 5.951 4.624 -0.033
O 3.071 6.696 1.582 -0.108
C -0.416 5.063 0.444 0.718
F -0.260 4.869 1.741 -0.208
F -0.024 3.997 -0.249 -0.213
F -1.665 5.321 0.160 -0.211
H 5.274 6.166 -0.609 0.302
C -1.027 1.166 1.537 -1.026
C -0.061 0.608 2.555 0.682
O 0.188 1.193 3.602 -0.701
N 0.531 -0.577 2.269 -0.108
C 0.357 -1.410 1.084 -0.544
H -1.420 2.113 1.898 0.221
H -0.514 1.340 0.590 0.331
H -1.862 0.478 1.389 0.332
H 1.165 -0.893 2.986 0.180
H -0.010 -2.389 1.402 0.317
H 1.327 -1.530 0.596 0.118
H -0.347 -0.975 0.381 0.302
C 4.161 -0.658 -2.121 -1.245
C 4.088 -1.874 -1.230 0.811
O 3.191 -2.696 -1.324 -0.649
N 5.070 -2.033 -0.299 -0.177
C 6.207 -1.169 -0.041 -0.810
H 3.318 -0.667 -2.806 0.297
H 4.112 0.253 -1.522 0.278
H 5.083 -0.672 -2.704 0.407
H 4.962 -2.864 0.261 0.228
H 7.125 -1.743 -0.180 0.280
H 6.161 -0.824 0.994 0.277
H 6.220 -0.310 -0.702 0.308
C 0.618 6.647 -4.465 -1.136
C 0.530 5.441 -5.366 0.739
O 1.396 4.581 -5.391 -0.660
N -0.565 5.335 -6.170 -0.159
C -1.687 6.247 -6.279 -0.800
H 1.535 6.597 -3.888 0.183
H 0.631 7.562 -5.061 0.431
H -0.224 6.663 -3.774 0.358
H -0.562 4.507 -6.745 0.224
H -2.605 5.710 -6.031 0.273
H -1.755 6.603 -7.309 0.278
H -1.582 7.098 -5.614 0.323
C -3.832 -4.419 1.909 -1.294
C -2.733 -3.396 2.032 1.004
O -1.607 -3.590 1.592 -0.710
N -3.026 -2.225 2.660 -0.116
C -4.289 -1.813 3.242 -0.952
H -3.454 -5.293 1.391 0.161
H -4.175 -4.726 2.897 0.380
H -4.665 -4.012 1.334 0.326
H -2.245 -1.587 2.709 0.096
H -4.623 -0.897 2.751 0.282
H -4.138 -1.609 4.303 0.315
H -5.052 -2.576 3.130 0.371
C -5.184 -9.731 1.358 -1.365
C -4.407 -8.442 1.455 0.868
O -4.950 -7.369 1.673 -0.597
N -3.058 -8.508 1.290 -0.094
C -2.243 -9.679 1.027 -0.871
H -6.240 -9.523 1.510 0.299
H -5.056 -10.176 0.370 0.352
H -4.854 -10.430 2.128 0.358
H -2.598 -7.613 1.367 0.161
H -1.512 -9.788 1.830 0.287
H -1.713 -9.535 0.084 0.288
H -2.842 -10.581 0.965 0.344
```

As for the spin multiplicity: 1. Its orbital gap is 8.438 eV. The calculation puts the largest force on an atom at 2.370 eV/A. The energy comes out at -76275.640 eV.


ORCA calculation (the ωB97M-V functional and the def2-TZVPD basis) on 8 unconnected molecules or ions with the total composition C16H36BBrN2O10.

XYZ file:
```
66
Properties=species:S:1:pos:R:3:mulliken_charge:R:1
C -2.415 -1.056 -2.142 -0.419
O -1.352 -0.546 -2.999 -0.473
B -1.157 0.784 -2.677 0.937
O -1.173 1.793 -3.674 -0.605
C -0.927 1.167 -1.128 0.244
C -0.079 0.389 -0.233 -0.540
N 0.141 0.644 1.052 -0.311
C -0.595 1.735 1.431 0.710
C -0.507 2.121 2.819 0.108
O 0.237 1.404 3.723 -0.505
C -1.183 3.213 3.304 0.139
Br -1.060 3.689 5.166 -0.174
C -1.996 4.017 2.448 -0.400
C -2.105 3.657 1.135 -0.665
C -1.419 2.518 0.607 0.044
N -1.592 2.234 -0.711 -0.472
H -3.186 -0.304 -1.910 0.285
H -2.902 -1.903 -2.658 0.101
H -1.954 -1.463 -1.223 0.188
H -2.100 2.047 -3.789 0.292
H 0.425 -0.490 -0.657 0.549
H 1.182 1.503 3.544 0.254
H -2.532 4.909 2.782 0.396
H -2.739 4.238 0.458 0.441
C 1.214 -2.778 1.764 -0.502
O 1.486 -2.991 0.381 -0.496
H 0.140 -2.697 1.909 0.167
H 1.598 -3.617 2.348 0.253
H 1.692 -1.850 2.086 0.284
H 2.441 -3.055 0.282 0.280
C 1.565 -1.728 -3.940 -0.594
O 1.726 -1.456 -2.560 -0.405
H 2.000 -0.909 -4.509 0.216
H 2.064 -2.661 -4.218 0.311
H 0.498 -1.802 -4.164 0.214
H 1.332 -2.186 -2.068 0.244
C -4.462 -3.333 -4.902 -0.564
O -4.276 -3.115 -3.505 -0.490
H -4.041 -2.487 -5.440 0.234
H -3.951 -4.247 -5.212 0.262
H -5.528 -3.411 -5.131 0.260
H -4.652 -3.871 -3.043 0.270
C 1.197 4.859 -3.083 -0.665
O 1.689 3.564 -2.765 -0.502
H 1.861 5.604 -2.645 0.254
H 1.173 4.989 -4.168 0.326
H 0.191 4.984 -2.671 0.277
H 1.081 2.924 -3.157 0.276
C 2.997 5.862 0.310 -0.612
O 2.216 4.681 0.423 -0.416
H 3.543 6.005 1.240 0.231
H 3.709 5.766 -0.515 0.257
H 2.350 6.728 0.137 0.279
H 1.740 4.573 -0.409 0.247
C -0.498 -1.945 5.814 -0.579
O -0.388 -1.785 4.405 -0.386
H 0.040 -2.846 6.101 0.217
H -0.058 -1.085 6.326 0.251
H -1.548 -2.046 6.102 0.258
H -0.866 -0.984 4.170 0.219
C 3.308 -6.388 3.638 -0.565
O 3.377 -5.624 2.439 -0.474
H 3.562 -5.740 4.473 0.217
H 2.296 -6.777 3.779 0.258
H 4.018 -7.218 3.598 0.280
H 3.150 -6.210 1.712 0.286
```

Its SMILES is COB(O)c1cnc2c(O)c(Br)ccc2n1.CO.CO.CO.CO.CO.CO.CO. As for the spin multiplicity: 1. Its orbital gap is 8.445 eV. The calculation puts the largest force on an atom at 2.545 eV/A. The energy comes out at -111348.146 eV.


ORCA calculation (the ωB97M-V functional and the def2-TZVPD basis) on 2 unconnected molecules or ions with the total composition C16H36BClF4N4O3PSSi2.

XYZ file:
```
69
Properties=species:S:1:pos:R:3:mulliken_charge:R:1
C -2.022 -4.944 0.142 -1.159
C -1.375 -3.840 1.153 0.331
F -0.930 -4.632 2.289 -0.367
C -2.438 -2.782 1.704 -1.380
N -3.281 -2.110 0.655 -0.001
Cl -4.863 -1.880 1.399 0.085
C -2.705 -0.813 0.123 0.402
P -4.182 0.050 -0.772 -0.001
S -5.087 -1.141 -2.048 -0.344
B -1.588 -1.052 -1.081 0.407
N -1.845 -1.963 -2.272 -0.710
O -0.316 -0.374 -1.103 -0.445
C -2.225 0.213 1.257 -0.865
N -2.281 -0.342 2.648 -0.306
C -1.759 -1.741 2.752 1.581
C -2.135 -2.244 4.256 -1.015
C -3.677 -1.992 4.633 -0.372
C -3.963 -2.221 6.211 0.774
F -3.139 -3.229 6.750 -0.240
F -5.364 -2.502 6.377 -0.275
F -3.746 -0.984 6.912 -0.267
C -0.165 -1.685 2.674 -0.240
O 0.484 -2.295 3.605 -0.728
O 0.568 -1.089 1.682 -0.556
H -1.686 -4.636 -0.922 0.290
H -3.164 -4.909 0.164 0.234
H -1.576 -5.975 0.329 0.394
H -0.499 -3.381 0.573 0.408
H -3.177 -3.392 2.350 0.498
H -3.483 -2.690 -0.186 0.599
H -5.104 0.638 0.172 0.207
H -3.643 1.176 -1.515 0.196
H -2.394 -1.467 -2.988 0.277
H -2.283 -2.845 -1.979 0.200
H -0.222 -0.090 -2.045 0.260
H -2.937 1.130 1.248 0.367
H -1.176 0.661 1.065 0.226
H -1.610 0.235 3.195 0.465
H -1.956 -3.379 4.357 0.181
H -1.517 -1.657 5.033 0.485
H -4.393 -2.705 4.071 0.166
H -4.056 -0.939 4.410 0.241
C 0.713 2.721 -1.414 -0.636
Si 2.598 2.791 -1.578 0.054
C 3.262 1.165 -0.909 -0.934
C 3.187 4.185 -0.462 -1.070
N 2.992 3.045 -3.237 -0.224
Si 4.629 3.164 -3.766 0.156
C 5.621 1.599 -3.442 -1.059
C 5.541 4.621 -3.001 -1.057
C 4.637 3.437 -5.639 -1.027
H 0.429 2.562 -0.368 0.122
H 0.263 3.657 -1.753 0.382
H 0.306 1.901 -2.010 -0.101
H 2.807 0.940 0.061 0.352
H 4.343 1.201 -0.760 0.320
H 3.029 0.340 -1.588 0.208
H 2.905 5.159 -0.871 0.255
H 4.269 4.163 -0.325 0.312
H 2.732 4.093 0.532 0.352
H 5.851 1.478 -2.381 0.315
H 6.575 1.637 -3.979 0.361
H 5.077 0.715 -3.786 0.240
H 4.949 5.536 -3.083 0.242
H 6.492 4.787 -3.521 0.356
H 5.773 4.446 -1.949 0.318
H 4.108 4.357 -5.896 0.250
H 4.157 2.600 -6.153 0.245
H 5.665 3.521 -6.003 0.268
```

As for the spin multiplicity: 1. Its orbital gap is 2.444 eV. The calculation puts the largest force on an atom at 6.367 eV/A. The energy comes out at -89226.662 eV. As for the total charge: -1.


Question: Look up the energy of the first one.
Answer: -76275.640 eV